No. 1
C3H3F3N3 | ωB97M-V/def2-TZVPD

Each line ends with the Mulliken charge.
Geometry (Å):
F  -2.9060  -0.9671  2.6072  -0.193
F  -2.0868  0.8582  3.3422  -0.215
F  -1.0579  -0.9666  3.6746  -0.201
N  1.1272  -0.4194  0.2706  -0.314
N  -0.6314  0.8937  -1.2916  -0.207
N  -0.9199  -0.1967  1.6259  -0.186
C  0.4672  0.5863  -1.0332  0.067
C  -1.7232  -0.3336  2.7439  0.696
C  0.1703  -0.3836  1.1555  0.537
H  1.7052  -0.8295  0.9354  0.278
H  -1.6326  0.7940  -1.0047  0.345
H  1.4163  0.7550  -1.4936  0.393

Cartesian forces, eV/Å:
1.3140 0.2154 -1.3817
0.9294 -0.6352 -1.7371
0.9626 -0.8454 0.2398
-5.3125 0.5023 2.9704
-2.5540 -0.3628 1.0071
2.4540 -0.4521 -1.3752
2.0730 0.6173 -1.9145
-3.2406 1.0908 4.0724
-2.7190 0.9252 -1.7228
4.3713 -1.3581 0.3950
1.4224 0.1167 -0.2981
0.2994 0.1859 -0.2552

The total energy comes out at -15771.007 eV. The HOMO energy comes out at -16.70 eV. The charge is +1. Its SMILES is [H]/N=C\NC#[N+]C(F)(F)F. The calculation puts the molar mass at 138.1 Da. The value obtained for the gap between HOMO and LUMO is 10.812 eV. As for the spin multiplicity: 1. The value obtained for the relative energy (zero: lowest compared OMol25 entry of this formula, charge and spin) is 65.2 kcal/mol.



No. 2
C5H7OP | ωB97M-V/def2-TZVPD

Each line ends with the Mulliken charge.
Geometry (Å):
P  -0.5235  -0.0731  1.3801  -0.051
O  1.1832  0.1299  -0.5034  -0.390
C  -1.2501  1.2600  0.3852  -0.323
C  -2.2910  -0.7588  -0.4069  -0.284
C  -2.1064  0.7221  -0.5336  -0.358
C  2.4021  -0.0211  0.1235  -0.449
C  -1.5393  -1.3014  0.5797  -0.494
H  2.5084  0.8391  0.9221  0.207
H  -2.8937  -1.2413  -1.0901  0.433
H  -0.7141  2.1711  0.3506  0.398
H  2.3037  -1.0210  0.7361  0.202
H  -2.4332  1.1871  -1.4067  0.385
H  3.2762  0.0324  -0.6686  0.224
H  -1.6583  -2.2638  0.9036  0.500

Cartesian forces, eV/Å:
0.5513 0.2998 -1.0605
-1.0245 0.0488 0.3630
-0.6279 -2.0617 -0.7370
1.7511 2.2643 1.6509
1.6395 -0.9782 1.6231
0.2432 -0.1100 1.9054
-0.4213 2.2997 -0.9094
0.4364 -1.4440 -1.4671
-1.3730 -1.2492 -1.0871
-0.1081 1.0161 -0.1444
1.2208 1.5619 -1.2159
-0.7309 1.0513 -1.1145
-1.6520 -0.2925 1.5582
0.0955 -2.4063 0.6355

The total energy comes out at -16629.906 eV. The HOMO energy (alpha / beta) comes out at -8.56 / -9.10 eV. The calculation puts the molar mass at 114.1 Da. The value obtained for the gap between HOMO and LUMO (alpha / beta) is 7.059 / 7.399 eV. As for the spin multiplicity: 1. The value obtained for the relative energy (zero: lowest compared OMol25 entry of this formula, charge and spin) is 93.3 kcal/mol.



No. 3
C4H10N4 | ωB97M-V/def2-TZVPD

Each line ends with the Mulliken charge.
Geometry (Å):
N  0.3489  2.7925  0.0517  -0.585
N  -0.7844  -2.3692  -0.3263  -0.776
N  1.5548  -0.0975  0.3892  -0.712
N  -0.7918  -1.3932  1.5921  -0.482
C  0.1254  0.4837  -1.4107  -1.120
C  0.1705  0.0155  -0.0716  0.660
C  -0.2939  1.5380  -0.4363  -0.057
C  -0.5491  -1.2020  0.2529  0.072
H  0.0906  3.1347  -1.1899  0.355
H  -1.3928  -1.9865  2.0422  0.213
H  1.3189  2.7555  0.3639  0.279
H  1.6770  -1.2254  1.1312  0.371
H  0.9863  0.6582  -1.9675  0.442
H  -0.5548  -0.4820  2.5013  0.281
H  2.0587  -0.2990  -0.8908  0.285
H  -0.7468  -2.1193  -1.4159  0.257
H  -1.5661  1.7528  -0.5401  0.253
H  -0.8811  0.2716  -1.9877  0.265

Cartesian forces, eV/Å:
-2.9722 -0.3752 -5.6395
0.2964 3.7636 -4.2581
2.5232 -3.8788 -1.7584
2.9568 7.0596 4.8515
-4.5690 1.5201 -2.8056
0.4422 0.5987 0.2521
-3.3430 -0.7667 2.3693
-1.9549 -4.5208 2.4801
2.2605 0.2558 4.9269
-1.6685 -2.1539 0.1512
0.1164 -0.4181 -1.0215
-0.5104 4.4065 -3.3611
1.5376 -0.0791 -1.1310
-0.8467 -3.4848 -4.3565
-0.8669 -0.0077 5.3864
0.1280 -1.0906 2.5369
3.9391 -0.6471 0.7172
2.5315 -0.1813 0.6601

The total energy comes out at -10261.299 eV. The HOMO energy comes out at -8.81 eV. The calculation puts the molar mass at 114.2 Da. The value obtained for the gap between HOMO and LUMO is 9.313 eV. As for the spin multiplicity: 1. The value obtained for the relative energy (zero: lowest compared OMol25 entry of this formula, charge and spin) is 220.3 kcal/mol.



No. 4
C4H6O2S | ωB97M-V/def2-TZVPD

Each line ends with the Mulliken charge.
Geometry (Å):
S  -1.1671  -3.0450  2.0514  -0.281
O  -0.6484  -0.5799  1.1727  -0.285
O  1.3284  1.8609  -0.7142  -0.542
C  -0.2997  -0.3425  -1.3447  -0.939
C  0.2305  1.4961  0.2434  -0.321
C  -0.6448  -1.8384  1.0954  -0.004
C  -0.2489  0.0066  -0.0396  0.582
H  2.1251  1.3394  -0.6989  0.323
H  0.4969  1.5634  1.4696  0.244
H  -0.0736  -2.0665  0.1395  0.194
H  -0.7191  -1.2291  -1.8002  0.407
H  -0.6598  2.3907  0.2241  0.240
H  0.2805  0.4442  -1.7986  0.383

Cartesian forces, eV/Å:
-0.0623 1.0563 -0.0129
-0.6652 3.5953 -0.3590
-2.7963 0.9597 1.3005
0.1655 -0.0424 2.5890
0.2779 0.8983 2.3861
1.3522 -5.1488 -1.8322
-0.0334 3.3893 -0.5566
0.0944 -0.7444 0.7738
-0.0336 -0.2762 -3.4329
-0.7198 -0.8205 1.1287
0.2567 0.1018 0.0097
2.5621 -2.7617 -0.7124
-0.3981 -0.2066 -1.2817

The total energy comes out at -19171.667 eV. The HOMO energy comes out at -8.88 eV. Its SMILES is C=C(CO)OC=S. The calculation puts the molar mass at 118.2 Da. The value obtained for the gap between HOMO and LUMO is 9.087 eV. As for the spin multiplicity: 1. The value obtained for the relative energy (zero: lowest compared OMol25 entry of this formula, charge and spin) is 83.9 kcal/mol.



Number 4 is which compound?
C4H6O2S